#P
15
Properties=species:S:1:pos:R:3 method="wB97M-V/def2-TZVPD" gap_ev=8.8 molar_mass_g_mol=150.6 spin_multiplicity=1 homo_energy_ev=-8.05
C -0.477 1.491 1.414
C -0.240 0.529 0.275
N 0.101 0.815 -0.905
S 0.363 2.487 -1.273
N -0.390 -0.805 0.607
C -0.261 -1.900 -0.245
C 0.826 -2.214 -0.939
Cl 2.330 -1.386 -0.860
H -0.786 0.985 2.314
H 0.447 2.045 1.545
H -1.286 2.164 1.200
H 0.786 2.296 -2.470
H -1.077 -0.966 1.328
H -1.123 -2.540 -0.298
H 0.786 -3.000 -1.693

***

#Q
15
Properties=species:S:1:pos:R:3 method="wB97M-V/def2-TZVPD" gap_ev=9.1 molar_mass_g_mol=150.6 spin_multiplicity=1 homo_energy_ev=-8.37 smiles="[H]/N=C1/NSCC[C@@H]1Cl"
H -2.397 1.940 -0.194
N -1.439 2.155 -0.428
C -0.665 1.155 -0.344
N 0.763 1.381 -0.500
S 1.697 0.127 -1.260
C 1.414 -1.153 -0.037
C 0.165 -0.879 0.831
C -0.980 -0.260 0.097
Cl -1.575 -1.197 -1.274
H 1.040 2.332 -0.742
H 1.276 -2.117 -0.522
H 2.264 -1.314 0.650
H 0.414 -0.182 1.641
H -0.214 -1.847 1.208
H -1.765 -0.141 0.874

***

Relative stability in kJ/mol, measured from the most stable structure: #P 63.9; #Q 0.0

***

#P
104
Properties=species:S:1:pos:R:3 method="wB97M-V/def2-TZVPD" gap_ev=9.5 molar_mass_g_mol=576.9 spin_multiplicity=1 homo_energy_ev=-9.21 smiles=C1CCOC1.C1CCOC1.C1CCOC1.C1CCOC1.C1CCOC1.C1CCOC1.C1CCOC1.C1CCOC1
C -0.702 5.857 -12.458
C -0.910 7.110 -13.325
C -0.216 8.180 -12.529
O 0.643 7.553 -11.600
C 0.548 6.131 -11.647
H -0.433 4.934 -12.973
H -1.612 5.721 -11.875
H -1.955 7.320 -13.550
H -0.524 6.982 -14.337
H -1.018 8.746 -12.055
H 0.249 8.993 -13.087
H 0.390 5.821 -10.614
H 1.458 5.706 -12.069
C 4.020 7.011 -16.888
C 3.523 7.296 -18.262
C 3.614 5.886 -18.878
O 4.776 5.313 -18.296
C 5.176 6.008 -17.041
H 3.182 6.413 -16.529
H 4.318 7.754 -16.148
H 4.139 7.945 -18.886
H 2.523 7.703 -18.113
H 3.745 5.916 -19.959
H 2.700 5.338 -18.649
H 6.099 6.534 -17.284
H 5.378 5.400 -16.159
C 3.994 7.775 -11.950
C 4.702 7.132 -13.130
C 4.935 5.640 -12.756
O 4.830 5.615 -11.300
C 4.722 6.889 -10.806
H 2.948 7.517 -11.782
H 4.155 8.822 -11.696
H 5.660 7.607 -13.344
H 4.110 7.154 -14.045
H 5.904 5.296 -13.116
H 4.142 4.999 -13.141
H 5.778 7.154 -10.770
H 4.279 6.822 -9.812
C 8.641 12.501 -16.980
C 7.769 11.511 -16.180
C 6.310 11.691 -16.758
O 6.517 12.595 -17.837
C 7.592 13.485 -17.549
H 9.205 12.028 -17.784
H 9.371 12.978 -16.326
H 7.850 11.515 -15.093
H 8.033 10.503 -16.499
H 5.715 12.116 -15.950
H 5.744 10.804 -17.043
H 7.383 14.292 -16.847
H 8.022 13.824 -18.491
C -2.540 15.339 -15.627
C -2.136 16.442 -16.561
C -3.302 17.473 -16.516
O -4.076 16.909 -15.418
C -3.405 16.081 -14.563
H -1.727 14.756 -15.194
H -3.213 14.654 -16.143
H -1.878 15.995 -17.521
H -1.132 16.832 -16.398
H -3.834 17.395 -17.464
H -3.010 18.491 -16.259
H -4.100 15.538 -13.922
H -2.787 16.744 -13.958
C 3.731 12.691 -10.620
C 3.315 11.939 -9.350
C 2.759 13.032 -8.508
O 3.679 14.163 -8.785
C 4.377 13.943 -10.010
H 2.931 12.943 -11.317
H 4.432 12.138 -11.244
H 4.222 11.474 -8.962
H 2.598 11.127 -9.470
H 2.698 12.621 -7.500
H 1.745 13.150 -8.891
H 5.418 13.654 -9.868
H 4.285 14.778 -10.705
C 2.042 11.806 -15.874
C 3.196 11.227 -15.011
C 2.526 11.011 -13.744
O 1.372 11.915 -13.627
C 1.369 12.708 -14.822
H 1.501 11.013 -16.390
H 2.500 12.424 -16.646
H 3.987 11.966 -14.881
H 3.505 10.272 -15.437
H 3.178 11.217 -12.895
H 2.266 9.954 -13.684
H 1.950 13.591 -14.554
H 0.351 13.003 -15.079
C 1.462 15.745 -12.000
C 0.773 15.687 -10.667
C -0.718 15.860 -11.060
O -0.591 16.765 -12.159
C 0.676 16.937 -12.630
H 1.447 14.875 -12.657
H 2.481 16.129 -11.971
H 1.070 16.541 -10.058
H 0.973 14.777 -10.101
H -1.287 16.242 -10.212
H -1.133 14.907 -11.386
H 1.083 17.836 -12.167
H 0.681 17.051 -13.714

***

#Q
104
Properties=species:S:1:pos:R:3 method="wB97M-V/def2-TZVPD" gap_ev=9.6 molar_mass_g_mol=576.9 spin_multiplicity=1 homo_energy_ev=-9.09 smiles=C1CCOC1.C1CCOC1.C1CCOC1.C1CCOC1.C1CCOC1.C1CCOC1.C1CCOC1.C1CCOC1
C -1.997 -2.513 6.259
C -0.742 -1.940 5.793
C -0.669 -2.612 4.424
O -1.131 -3.955 4.701
C -1.980 -3.998 5.840
H -2.867 -2.001 5.849
H -2.162 -2.598 7.333
H 0.059 -2.302 6.437
H -0.923 -0.866 5.835
H 0.295 -2.755 3.937
H -1.385 -2.128 3.760
H -1.418 -4.674 6.485
H -2.938 -4.452 5.587
C -1.732 -2.764 -6.853
C -0.296 -2.640 -6.323
C -0.351 -1.344 -5.506
O -1.751 -1.170 -5.134
C -2.582 -1.616 -6.241
H -1.976 -3.752 -6.463
H -1.938 -2.936 -7.910
H 0.361 -2.514 -7.183
H 0.189 -3.403 -5.714
H -0.057 -0.447 -6.052
H 0.101 -1.386 -4.514
H -2.961 -0.836 -6.901
H -3.403 -2.154 -5.767
C -0.864 -3.542 -0.517
C -1.720 -3.407 -1.809
C -1.113 -4.477 -2.599
O 0.260 -4.478 -2.207
C 0.561 -3.636 -1.061
H -1.211 -4.267 0.219
H -0.744 -2.626 0.062
H -1.453 -2.507 -2.363
H -2.743 -3.732 -1.621
H -1.074 -4.582 -3.684
H -1.558 -5.416 -2.271
H 0.946 -2.698 -1.461
H 1.112 -4.181 -0.295
C 0.063 4.645 1.535
C 0.349 6.058 1.024
C -0.994 6.612 0.565
O -1.782 5.487 0.271
C -1.472 4.475 1.129
H 0.108 4.665 2.623
H 0.764 4.035 0.964
H 0.919 6.083 0.096
H 0.753 6.686 1.818
H -0.841 7.133 -0.380
H -1.489 7.275 1.275
H -1.778 3.482 0.802
H -2.129 4.663 1.979
C 0.461 0.592 1.360
C -0.547 0.555 0.179
C 0.426 0.154 -0.941
O 1.506 -0.595 -0.313
C 1.249 -0.651 1.124
H -0.128 0.544 2.276
H 1.044 1.512 1.334
H -1.055 1.505 0.014
H -1.328 -0.190 0.330
H 0.914 1.051 -1.322
H -0.142 -0.353 -1.721
H 2.136 -0.565 1.752
H 0.665 -1.551 1.318
C 2.659 4.775 4.819
C 2.363 3.303 4.590
C 3.394 2.941 3.547
O 3.622 4.084 2.808
C 3.073 5.277 3.414
H 3.363 4.902 5.642
H 1.786 5.364 5.103
H 1.357 3.084 4.233
H 2.539 2.785 5.533
H 3.051 2.208 2.816
H 4.267 2.425 3.947
H 2.083 5.501 3.015
H 3.736 6.140 3.362
C 6.716 -1.860 -1.986
C 5.313 -2.438 -2.383
C 4.414 -1.861 -1.303
O 5.230 -1.935 -0.143
C 6.535 -1.433 -0.511
H 7.022 -1.085 -2.689
H 7.536 -2.577 -1.980
H 5.404 -3.519 -2.283
H 4.898 -1.993 -3.287
H 3.515 -2.469 -1.194
H 4.043 -0.841 -1.402
H 7.212 -1.885 0.213
H 6.660 -0.361 -0.355
C -5.033 -0.123 -2.044
C -3.974 0.825 -1.657
C -4.815 2.064 -1.306
O -5.939 2.003 -2.165
C -6.182 0.691 -2.648
H -5.346 -0.580 -1.105
H -4.730 -0.950 -2.687
H -3.359 0.999 -2.540
H -3.308 0.547 -0.840
H -4.366 3.055 -1.385
H -5.251 1.976 -0.311
H -6.176 0.643 -3.737
H -7.130 0.316 -2.264

***

Relative stability in kJ/mol, measured from the most stable structure: #P 0.0; #Q 30.1

***

#P
22
Properties=species:S:1:pos:R:3 method="wB97M-V/def2-TZVPD" gap_ev=9.9 molar_mass_g_mol=142.2 spin_multiplicity=1 homo_energy_ev=-14.54 total_charge=+1 smiles=CCCCNc1nn[nH][nH+]1
C -0.726 2.799 0.285
C -0.338 1.294 0.413
C -1.546 0.324 0.431
C -1.205 -1.126 0.787
N -0.507 -1.875 -0.299
C 0.845 -1.614 -0.321
N 1.796 -1.681 0.649
N 2.893 -1.285 0.084
N 2.691 -0.972 -1.138
N 1.405 -1.174 -1.427
H -0.083 3.362 0.973
H -1.790 2.934 0.506
H -0.503 3.123 -0.739
H 0.264 1.046 -0.486
H 0.319 1.074 1.271
H -2.256 0.712 1.180
H -2.066 0.394 -0.538
H -0.638 -1.169 1.732
H -2.154 -1.651 0.965
H -0.666 -2.879 -0.224
H 3.367 -0.608 -1.806
H 0.899 -1.029 -2.298

***

#Q
22
Properties=species:S:1:pos:R:3 method="wB97M-V/def2-TZVPD" gap_ev=10.2 molar_mass_g_mol=142.2 spin_multiplicity=1 homo_energy_ev=-12.85 total_charge=+1
C -0.522 1.378 -0.247
C -1.888 0.755 -0.268
C -1.605 1.511 0.968
C -0.194 -0.824 0.076
C 3.804 -1.141 -0.482
N 0.364 0.352 -0.032
N -1.537 -0.713 0.016
N -3.148 0.776 -0.927
N 0.496 -1.924 0.226
N 3.034 -0.566 0.354
H -0.173 2.201 -0.747
H -1.284 1.087 1.928
H -2.082 2.451 1.060
H 4.966 -0.961 -0.453
H 3.293 -1.919 -1.031
H -2.250 -1.268 -0.364
H -3.334 1.574 -1.576
H -3.965 1.029 -0.214
H 1.486 -1.617 0.418
H -0.058 -2.758 0.434
H 1.260 0.390 -0.079
H 3.336 0.190 0.939

***

#R
22
Properties=species:S:1:pos:R:3 method="wB97M-V/def2-TZVPD" gap_ev="8.0 / 8.0" molar_mass_g_mol=142.2 spin_multiplicity=1 homo_energy_ev="-12.11 / -12.11" total_charge=+1
C 1.427 -1.638 -0.142
C -0.387 -0.837 1.250
C 0.833 -0.891 -1.289
C -1.054 0.077 0.254
C 0.350 2.211 -0.041
N -0.203 -1.101 -2.090
N -1.393 -0.979 -1.865
N 1.103 -0.896 1.079
N -1.888 -0.445 -0.695
N -0.928 1.568 0.477
H 1.059 -2.651 -0.040
H 2.618 -1.601 -0.164
H -0.557 -0.391 2.222
H -0.952 -1.757 1.174
H 1.502 -0.133 -1.676
H 0.420 2.252 -1.131
H 0.587 3.292 0.323
H 1.172 1.508 0.285
H 1.660 -1.412 1.752
H -2.761 -0.009 -0.939
H -1.558 2.090 -0.234
H -1.048 1.743 1.490

***

Relative stability in kJ/mol, measured from the most stable structure: #P 49.7; #Q 0.0; #R 366.7

***

#P
25
Properties=species:S:1:pos:R:3 method="wB97M-V/def2-TZVPD" gap_ev=6.5 molar_mass_g_mol=134.2 spin_multiplicity=1 homo_energy_ev=-2.74 total_charge=-1
C 1.053 -0.122 -0.918
N -0.033 0.869 -0.914
C -0.929 0.745 0.244
C -0.508 1.534 1.521
C 0.993 1.461 1.800
O 1.372 0.229 2.241
C 0.521 -1.553 -1.154
C 0.566 -2.405 0.110
H 1.659 0.151 -1.792
H 1.619 -0.114 0.029
H 0.374 1.795 -0.777
H -1.929 1.130 -0.009
H -1.005 -0.293 0.549
H -0.795 2.595 1.482
H -0.954 0.972 2.348
H 1.542 1.741 0.857
H 1.267 2.305 2.482
H -0.478 -1.466 -1.590
H 1.175 -2.006 -1.903
H 0.313 -1.784 0.969
H 1.550 -2.832 0.298
H -0.186 -3.206 0.067
H -1.936 0.709 -2.041
H -2.631 -0.529 -1.574
O -2.618 0.073 -2.326

***

#Q
25
Properties=species:S:1:pos:R:3 method="wB97M-V/def2-TZVPD" gap_ev=6.7 molar_mass_g_mol=134.2 spin_multiplicity=1 homo_energy_ev=-3.13 total_charge=-1
C 0.300 -1.357 -2.396
N 0.382 -0.955 -1.066
C -0.066 0.478 -0.609
C 0.173 0.640 0.883
C 1.652 0.642 1.164
C 2.091 -0.715 1.870
C -1.664 0.945 -1.160
O -2.318 1.700 -0.284
H -0.149 -2.359 -2.658
H -0.242 -0.718 -2.986
H 1.351 -1.565 -2.754
H 0.014 -1.585 -0.361
H 0.703 1.036 -1.375
H -0.299 -0.144 1.477
H -0.260 1.577 1.230
H 2.549 0.934 0.398
H 1.947 1.580 1.866
H 2.753 -0.458 2.754
H 2.638 -1.442 1.201
H 1.259 -1.218 2.365
H -2.161 0.017 -1.317
H -1.407 1.468 -2.087
H -2.980 0.977 0.685
H -2.725 -0.025 1.722
O -3.541 0.547 1.440

***

Relative stability in kJ/mol, measured from the most stable structure: #P 0.0; #Q 184.5